[1]
19 unconnected molecules or ions with the total composition C37H109O39 at a distorted geometry. Source: the OMol25 dataset; level of theory: wB97M-V/def2-TZVPD.

For the LUMO energy, the calculation gives 2.12 eV. The max |F| comes out at 3.6 eV/Å. The net charge is -1.

Structure (XYZ):
```
185
Properties=species:S:1:pos:R:3:forces:R:3:lowdin_charge:R:1
O 0.11717 -0.55122 0.31955 0.2127 1.3752 0.0411 0.01
C -0.67716 0.63506 0.33553 1.6193 -0.2600 0.9416 -0.70
O -1.86949 0.42744 0.52684 -1.1432 0.0418 -0.3743 0.02
O -0.04404 1.72690 0.28126 -1.1103 -0.5452 -0.3205 -0.02
H 1.03111 -0.21495 0.47688 -0.2531 -0.1496 -0.0829 0.08
C -0.21309 5.84186 0.99796 1.1307 0.1698 1.2310 -0.27
C 0.44797 4.79380 1.94215 -1.3713 -0.0081 -1.5651 -0.21
O -0.25535 4.69119 3.15125 1.4835 0.6836 0.8756 -0.08
O -1.50497 5.51106 0.59577 -0.3942 -2.1132 -1.1820 -0.08
H 0.41623 5.88719 0.11597 0.5112 0.4465 -0.1695 0.08
H -0.24918 6.82106 1.53299 -0.0140 -0.5923 -0.5409 0.14
H 1.47489 5.10565 2.11559 0.0819 -0.2080 0.2277 0.12
H 0.39046 3.82460 1.38101 0.4474 0.4727 0.4782 0.11
H -1.14755 4.41567 2.99361 -1.1250 -0.5260 -0.3841 0.04
H -1.40491 4.67170 0.02990 -0.6776 1.6870 1.1435 0.10
C 5.95178 -3.59862 3.39750 1.0247 -1.7305 2.0249 -0.28
C 4.86529 -3.62513 4.40586 0.0835 -0.9643 0.4955 -0.26
O 4.00873 -4.62606 3.91392 -0.5779 -0.2953 -0.0464 -0.07
O 5.65369 -2.95380 2.24803 0.0733 2.1108 -1.6342 -0.02
H 6.15911 -4.64786 3.14049 0.5272 0.1640 0.4362 0.14
H 6.75178 -3.11842 3.92290 1.1429 0.3383 -0.3646 0.12
H 4.45113 -2.60956 4.43426 -0.3627 -0.2816 0.3113 0.11
H 5.30436 -3.95850 5.40495 -0.4823 0.6808 -0.9562 0.14
H 3.07987 -4.42067 4.11513 -0.0288 0.2671 0.0803 0.04
H 5.05600 -3.48008 1.74182 -0.7797 -0.6770 -0.6726 0.09
C -0.61946 4.42597 -6.24877 1.3209 0.0465 0.1518 -0.24
C -1.31911 3.36245 -5.45785 0.3615 0.9252 0.9319 -0.20
O -2.07236 4.00549 -4.39542 -0.1421 -0.2572 -1.2244 -0.08
O 0.63953 4.72541 -5.66711 0.7380 -0.7449 -0.8023 -0.06
H -1.18078 5.35562 -6.32911 -0.4847 -0.1368 -0.2100 0.12
H -0.33788 4.04654 -7.22617 -0.3858 -0.0318 -0.3606 0.12
H -0.53796 2.68973 -5.04930 -0.5086 0.3277 -0.2581 0.11
H -1.94831 2.83168 -6.13327 -0.9497 -0.6752 -0.2248 0.11
H -1.75144 3.64047 -3.57619 0.4619 -0.0866 0.6922 0.02
H 0.53923 5.36961 -4.99252 -0.2762 1.0961 1.0906 0.02
C -5.79483 0.98352 2.02978 1.2378 -0.0566 -0.1944 -0.27
C -6.82359 0.97393 0.97490 -2.5285 -1.1800 -0.0097 -0.24
O -6.82920 -0.27609 0.24382 1.3858 0.4892 -0.5327 -0.09
O -5.89877 -0.20662 2.81580 -0.1911 0.4269 0.3657 -0.08
H -5.95551 1.93611 2.58802 0.4818 -0.9976 0.1716 0.14
H -4.79904 0.93019 1.57017 0.2027 0.6659 0.0813 0.11
H -6.86612 1.84389 0.28933 0.1360 -0.3300 0.5868 0.12
H -7.75534 0.82721 1.58512 0.2828 0.8133 -0.8625 0.14
H -5.98494 -0.29806 -0.25940 -0.7270 -0.1474 0.2455 0.06
H -5.97150 -0.94099 2.18399 -0.1501 0.3496 0.1154 0.07
C 4.39238 -1.36561 -4.32211 -0.9354 0.2865 0.4608 -0.17
C 4.06506 -0.05077 -3.54521 0.7288 -2.4115 1.1901 -0.15
O 4.17299 -0.48230 -2.14392 0.0610 0.3553 -1.0795 -0.10
O 3.40638 -2.41192 -4.12094 -0.2772 1.1956 -0.8949 -0.08
H 5.31020 -1.83858 -3.94592 0.2614 0.8541 -0.4083 0.13
H 4.41199 -1.10229 -5.38796 0.1861 -0.5432 0.1714 0.12
H 3.06389 0.34006 -3.69243 -0.1298 -0.1327 -0.4624 0.09
H 4.80681 0.71882 -3.73669 0.1551 0.1133 -0.2017 0.12
H 3.57796 0.10395 -1.68620 -0.5501 0.4194 0.8860 0.03
H 3.54676 -2.78850 -3.25427 0.2914 -0.2030 0.6562 0.04
C -1.30995 -4.89949 -2.57312 2.1969 1.1507 0.1146 -0.27
C -2.48303 -5.15070 -1.72466 -2.6442 -2.2436 0.5243 -0.24
O -3.34202 -4.08977 -1.31044 0.4213 0.9587 -0.6424 -0.09
O -1.62825 -4.54711 -3.91346 -0.3439 -0.1503 0.2417 -0.05
H -0.70953 -5.82031 -2.59438 -0.2415 -0.0457 0.0014 0.12
H -0.62198 -4.14674 -2.10423 -0.4964 -0.2371 -0.4099 0.13
H -2.27143 -5.74360 -0.79491 0.2558 0.3168 -1.1668 0.12
H -3.14969 -5.79756 -2.39304 0.6231 0.6421 1.0338 0.15
H -2.88897 -3.51487 -0.66479 0.1331 -0.2688 0.1333 0.06
H -1.29982 -3.67040 -4.12213 0.2251 0.1671 0.1499 0.07
C -1.67685 2.45223 5.31490 2.0012 -1.7510 2.4135 -0.25
C -2.25666 1.93561 4.05481 -0.8354 0.2861 -1.3947 -0.20
O -2.43753 3.05415 3.15413 -0.2047 0.3366 0.5632 -0.08
O -0.28258 2.78117 5.30318 -0.2496 0.2812 -0.8362 -0.09
H -1.65300 1.64886 6.14946 -0.7356 1.0242 -1.4302 0.15
H -2.22704 3.29238 5.68383 -0.6949 0.5777 0.1431 0.11
H -3.26583 1.50664 4.25320 0.6975 -0.0851 -0.0591 0.13
H -1.61311 1.25953 3.48366 -0.0187 -0.4881 0.6855 0.11
H -2.59647 2.71507 2.27560 -0.0993 -0.1786 -0.4534 0.07
H -0.13593 3.48775 4.64295 0.0175 -0.1801 0.1004 0.05
C 1.36711 -3.55144 5.90869 1.2118 0.1535 0.5563 -0.22
C 2.55261 -3.18434 6.77312 0.2579 0.5367 -1.1423 -0.22
O 2.82508 -1.79140 6.58689 -1.6689 -0.7933 2.9233 -0.04
O 1.78132 -3.47250 4.56056 -1.4639 0.3079 -0.7303 -0.09
H 0.61170 -2.78850 6.12388 -0.3616 -0.5403 -0.0479 0.13
H 1.13983 -4.58501 6.15098 -0.8363 -0.1442 0.1165 0.12
H 3.41501 -3.80862 6.52684 0.0297 0.0790 -0.1802 0.10
H 2.31860 -3.44026 7.79319 -0.1375 0.5423 0.6414 0.11
H 3.41629 -1.61986 5.90268 1.5906 0.1439 -2.0594 0.00
H 0.93842 -3.45107 4.04373 0.5669 -0.0679 0.0437 0.08
C 1.90348 2.30472 -2.36037 -2.0832 1.4527 -0.1594 -0.18
C 0.99916 3.59854 -2.16225 0.6602 -1.6857 0.5531 -0.18
O -0.40031 3.46540 -2.32125 -0.5314 -0.7779 0.4930 -0.08
O 2.09599 1.65499 -1.11891 1.8212 -0.2599 -1.4427 -0.09
H 2.82968 2.68262 -2.84050 -0.1751 -0.5977 0.5513 0.13
H 1.32408 1.68048 -3.07961 0.8100 0.2895 0.3491 0.09
H 1.33509 4.28157 -2.86988 0.2583 1.3771 -1.4777 0.09
H 1.18155 4.03488 -1.19604 0.3944 0.0698 0.6870 0.11
H -0.77981 2.99461 -1.54973 0.3624 0.2028 -0.3151 0.07
H 1.30099 1.83241 -0.61328 -0.7614 -0.3190 1.0093 0.00
C -5.44590 -0.52964 -3.20778 0.6618 2.4248 0.0650 -0.30
C -4.56969 -1.34922 -2.30401 1.4160 1.2307 0.0944 -0.23
O -3.37267 -1.75556 -3.02784 -0.8181 -1.4399 1.5127 -0.10
O -5.62754 -1.09211 -4.45814 0.6816 -0.3841 -0.8677 -0.05
H -4.94600 0.53521 -3.33542 -0.9850 -1.7151 0.3364 0.14
H -6.43020 -0.40947 -2.75581 0.0001 0.1983 0.1255 0.12
H -5.11837 -2.19029 -1.91171 0.0543 -0.4845 0.1746 0.12
H -4.24481 -0.63489 -1.48776 -0.3184 -0.8950 -0.2896 0.11
H -3.18416 -2.65931 -2.60242 -0.1952 1.3424 -0.9570 0.08
H -4.70695 -1.19609 -4.76626 -0.5910 -0.3677 -0.1897 0.09
C 2.46281 -3.25727 -0.88571 -0.1477 1.4079 1.1063 -0.21
C 2.07089 -3.23004 0.62562 -0.0101 0.8215 -0.3181 -0.14
O 0.61454 -3.24428 0.88537 2.1278 -0.8518 -0.4371 -0.11
O 3.87559 -3.21326 -1.08770 0.5112 0.5110 0.0835 -0.09
H 1.98074 -2.42204 -1.37670 -0.2023 0.2478 -0.2761 0.10
H 2.07940 -4.16313 -1.29844 -0.0956 -0.7348 -0.5270 0.11
H 2.59769 -2.35493 1.09863 -0.7289 -0.7108 -0.2312 0.12
H 2.50755 -4.14384 1.01456 -0.2105 -0.0787 0.6126 0.10
H 0.22554 -2.36249 0.80763 0.1207 0.3847 -0.4197 0.04
H 4.26693 -2.29111 -1.11950 -1.2496 -1.0710 0.1332 0.09
C -1.88419 -2.61197 3.22873 1.5603 0.0258 -0.4055 -0.18
C -2.80303 -2.67209 2.01878 0.4741 -0.6554 0.2142 -0.18
O -2.04346 -2.57127 0.81638 -0.5662 -0.9814 0.2196 -0.08
O -0.82958 -3.63243 3.20535 -0.2454 0.7627 -1.1512 -0.11
H -2.40223 -2.82848 4.12372 -0.9004 -0.1628 0.9244 0.10
H -1.42862 -1.62031 3.36586 -0.0093 -0.0501 -0.2877 0.12
H -3.63800 -1.94251 2.04585 0.5076 -0.3221 0.1666 0.13
H -3.16356 -3.69070 2.01121 -0.6289 -0.2458 -0.0364 0.12
H -1.97303 -1.64839 0.64846 0.3502 1.8404 -0.5949 0.03
H -0.37166 -3.60825 2.31104 -0.5992 0.0591 1.0141 0.06
C 1.37074 -7.49448 -0.21043 0.6287 -1.2563 -0.7440 -0.21
C 0.65007 -6.73315 0.87877 -0.1530 1.3152 -0.7333 -0.24
O -0.66741 -6.28009 0.61425 0.1105 -1.4163 -0.1808 -0.05
O 2.55347 -8.11892 0.41057 -0.8990 0.7104 -0.1848 -0.10
H 1.70833 -6.83237 -1.06824 -0.2121 -0.7895 1.1077 0.13
H 0.76736 -8.34092 -0.63904 0.1837 0.9507 0.3038 0.13
H 1.25184 -5.84134 1.09114 0.1356 -0.4195 0.4975 0.11
H 0.53443 -7.36404 1.71930 0.2973 -0.7030 1.1652 0.11
H -0.57391 -5.38358 0.35953 -0.1065 1.5864 -0.3865 0.03
H 2.28828 -8.36737 1.31676 0.2088 0.1425 -0.6329 0.08
C 1.71015 0.28051 2.99403 -1.4798 -0.6162 -1.1778 -0.21
C 2.59860 0.47309 4.15808 0.5127 0.7425 2.3462 -0.20
O 3.83626 -0.27984 4.13560 -0.7732 0.2343 -1.3978 -0.07
O 2.39680 0.48392 1.76951 0.0863 -0.3100 -0.4189 -0.11
H 0.81212 0.93701 2.91041 0.8223 -0.0660 0.7481 0.13
H 1.29294 -0.72972 2.96880 0.0522 -0.3082 0.2381 0.12
H 2.12361 0.19629 5.11677 -0.1340 -0.0186 -0.5989 0.12
H 2.83678 1.53428 4.28299 0.1281 0.0605 -0.2539 0.13
H 4.12144 -0.20486 3.19763 0.3313 -0.1136 0.8203 0.06
H 3.07744 -0.21783 1.65950 -0.0769 0.5558 -0.2207 0.05
C 0.01034 -0.86815 -2.93824 0.7615 1.1826 1.8678 -0.23
C -0.37631 0.16884 -3.97669 1.0446 -0.4018 -1.0509 -0.19
O 0.73886 0.47880 -4.84550 -1.0137 1.6850 0.7465 -0.07
O 0.60297 -1.98571 -3.53004 -2.5394 -1.0301 -0.4127 -0.04
H -0.87595 -1.20033 -2.41888 -0.5174 -0.1615 -0.0229 0.10
H 0.65856 -0.50275 -2.09853 -0.2479 0.1773 -0.8731 0.12
H -0.74368 1.15446 -3.72068 -0.1470 -0.1496 0.9785 0.09
H -1.13690 -0.31876 -4.55220 -0.6910 -0.1954 -0.6335 0.11
H 1.15328 -0.31473 -5.08920 0.7210 -1.8645 -0.6094 0.04
H 1.51885 -1.92409 -3.66113 2.3378 0.3330 -0.2675 0.01
C -5.04848 3.71761 -1.75577 1.6642 -0.0595 -0.5583 -0.25
C -4.07166 2.56015 -1.50101 0.1160 0.7260 0.8235 -0.19
O -3.03740 3.05098 -0.57428 -0.2611 -1.8406 -0.3391 -0.11
O -5.55301 4.30454 -0.57124 -1.1558 -0.9052 -1.3749 -0.03
H -5.78920 3.33599 -2.41137 -1.5172 -0.5328 0.0215 0.10
H -4.57376 4.41583 -2.46615 0.2890 0.4218 0.7334 0.12
H -3.59175 2.26241 -2.45493 -0.3836 -0.0687 0.4371 0.11
H -4.66789 1.72470 -1.04953 0.7963 0.4285 -0.2264 0.10
H -2.60954 2.22477 -0.20667 -0.4060 0.8906 -0.2379 0.06
H -4.80796 4.69029 -0.15640 1.2248 0.6220 0.9083 0.06
C 5.71785 0.05769 0.77257 -0.9541 1.5018 -1.0701 -0.18
C 5.19574 1.50117 0.34151 0.3167 -1.0485 -0.4955 -0.23
O 4.44368 2.24639 1.24359 0.6289 0.6577 1.0179 -0.06
O 4.64395 -0.74842 1.22132 0.3928 -1.1335 0.7535 -0.15
H 6.41365 0.09778 1.57898 0.8116 0.4802 0.5768 0.11
H 6.20526 -0.41973 -0.09707 -0.1603 0.3253 0.1651 0.12
H 4.65786 1.42892 -0.61075 0.0152 -0.2962 0.1326 0.09
H 6.08818 2.09617 0.10900 -0.0205 -0.1053 0.1862 0.12
H 3.54403 1.94911 1.44734 0.2023 -0.7056 -0.6041 0.06
H 5.08824 -1.45495 1.78403 -0.7963 0.3826 -0.7392 0.07
C -0.36671 7.23235 -2.47980 -0.4810 -1.9530 -0.1500 -0.21
C -1.57627 8.03171 -2.19018 -0.9639 0.9721 1.0180 -0.26
O -1.81820 9.00719 -3.19640 0.1988 -0.3950 -0.2197 -0.06
O -0.48214 6.68517 -3.79288 1.2921 0.8170 -0.9442 -0.08
H -0.21599 6.38907 -1.78694 -0.2410 0.4596 0.0995 0.10
H 0.51302 7.83704 -2.46324 0.6337 0.4621 -0.2294 0.12
H -1.49122 8.56579 -1.25249 0.5585 0.3718 0.2997 0.12
H -2.45825 7.43529 -1.95002 -0.1638 -0.5134 -0.7438 0.12
H -1.48786 8.61108 -4.01959 -0.2060 0.1183 0.1759 0.08
H -1.18866 6.06261 -3.93909 -0.7918 -0.6410 0.6241 0.06
```
Positions in Å, forces in eV/Å.

=====

[2]
A molecular structure, C37H22F4N2O5S at a distorted geometry. Source: the OMol25 dataset; level of theory: wB97M-V/def2-TZVPD.

For the LUMO energy, the calculation gives -1.17 eV. The max |F| comes out at 1.0 eV/Å. The calculation puts the energy relative to the best compared isomer or geometry (same formula, charge and spin) at 0.0 kJ/mol.

Structure (XYZ):
```
71
Properties=species:S:1:pos:R:3:forces:R:3:lowdin_charge:R:1
O 2.03782 -6.01174 4.05358 0.0950 0.0024 0.0513 -0.06
C 2.29254 -4.76671 3.42319 -0.3083 -0.1247 -0.1324 -0.22
C 1.50459 -4.56421 2.11054 0.8540 0.0726 -0.2437 -0.09
C 2.40664 -4.72157 0.89184 -0.4952 0.2240 0.6104 -0.09
C 2.38090 -5.88021 0.04935 0.5312 0.3444 -0.3405 -0.07
C 1.41288 -6.99772 0.30142 0.0790 0.0750 -0.2801 -0.60
F 1.44660 -7.90768 -0.67894 0.0021 -0.2076 -0.1482 0.14
F 1.67353 -7.63471 1.44028 0.0877 -0.2419 0.5322 0.17
F 0.14493 -6.56708 0.37339 -0.4003 0.1397 -0.0493 0.14
C 3.23523 -6.00479 -1.00109 -0.1409 -0.2820 -0.1256 0.05
C 4.14974 -4.96709 -1.26398 0.3022 -0.0548 -0.3520 -0.34
N 5.06406 -4.92464 -2.24336 -0.1091 -0.5307 -0.3326 -0.23
S 5.84160 -3.55245 -2.11419 -0.1897 0.4424 0.5734 1.04
N 5.10277 -2.90971 -0.82341 0.4467 0.0030 -0.5764 -0.19
C 4.18760 -3.80777 -0.46795 -0.2825 0.5794 0.7904 -0.30
C 3.28357 -3.71069 0.62381 -0.1673 -0.6424 -0.2486 -0.17
F 3.31335 -2.62817 1.39829 0.0349 0.1117 0.0409 0.12
H 1.24218 -6.39492 3.68282 -0.1348 -0.0736 0.0153 0.07
H 3.35526 -4.74876 3.21312 0.2595 0.1578 0.0086 0.12
H 2.06571 -3.94861 4.10413 -0.0572 0.0392 0.1760 0.12
H 0.67230 -5.25177 2.05787 -0.2164 -0.0269 0.0933 0.10
H 1.10419 -3.55764 2.08253 -0.2148 0.1625 0.0413 0.11
H 3.22035 -6.86480 -1.64569 0.0127 -0.1653 -0.0773 0.13
C -3.88358 1.64226 -1.19048 0.0250 -0.0162 0.0440 -0.05
C -3.50927 1.30741 0.10625 -0.0128 0.0028 -0.0530 -0.06
C -2.71233 0.19848 0.33458 -0.0554 0.1519 0.0839 -0.01
C -2.28873 -0.58313 -0.73179 -0.0033 -0.0314 -0.0916 -0.09
C -2.67843 -0.25617 -2.03350 0.0549 -0.0739 0.0641 -0.08
C -3.47076 0.86211 -2.25776 -0.0633 0.1177 0.0285 0.00
C -2.26411 -1.09745 -3.19279 -0.0299 0.0646 -0.1735 -0.28
O -2.59271 -0.80797 -4.32353 -0.0057 -0.0141 0.0261 0.11
C -1.43215 -2.30366 -2.92059 0.0008 0.0069 0.0917 -0.08
C -1.06347 -3.12836 -3.97653 0.0798 -0.0974 -0.0608 0.00
C -0.27459 -4.24273 -3.74164 -0.0134 0.0586 0.0630 -0.04
C 0.14997 -4.53538 -2.44972 -0.0225 0.0068 -0.0883 -0.04
C -0.22063 -3.72122 -1.39499 0.1229 -0.1368 0.0050 0.01
C -1.01307 -2.60612 -1.62328 -0.0926 0.0766 -0.0696 -0.08
C -1.40888 -1.75464 -0.46824 0.0841 -0.0160 0.1753 -0.27
O -1.01805 -2.00420 0.65472 0.0017 0.0028 -0.0180 0.10
H -4.49960 2.51383 -1.36753 -0.0042 0.0061 0.0002 0.11
H -3.83626 1.91627 0.93879 0.0072 0.0119 0.0032 0.11
H -2.41180 -0.05965 1.34067 0.0513 -0.0934 -0.0286 0.12
H -3.76059 1.11581 -3.26788 0.0369 -0.0798 -0.0411 0.12
H -1.39404 -2.89151 -4.97819 -0.0467 0.0866 0.0250 0.12
H 0.01273 -4.88335 -4.56477 -0.0004 -0.0059 -0.0035 0.11
H 0.77027 -5.40122 -2.26578 -0.0045 -0.0402 -0.0253 0.09
H 0.10238 -3.94707 -0.38876 -0.0664 0.0655 0.0372 0.10
C -0.05444 2.84989 -0.08392 -0.0131 -0.0077 0.0373 -0.06
C -0.22269 2.67101 1.28547 -0.0161 -0.0139 -0.0386 -0.06
C -0.50821 3.75359 2.09902 0.0077 -0.1424 0.0029 0.00
C -0.61622 5.02445 1.54802 -0.0006 0.0713 -0.0992 -0.08
C -0.43006 5.20669 0.17588 -0.0121 0.0448 0.1073 -0.08
C -0.15645 4.11401 -0.63765 0.0204 -0.1350 -0.0417 0.00
C -0.50715 6.56425 -0.43393 0.0097 0.0155 -0.1839 -0.28
O -0.35573 6.72226 -1.62702 0.0011 -0.0013 0.0243 0.11
C -0.77283 7.72281 0.46500 -0.0041 -0.0631 0.0946 -0.08
C -0.80308 9.00319 -0.07235 -0.0184 0.1425 -0.0163 0.00
C -1.06065 10.08981 0.74552 -0.0092 -0.0216 0.0488 -0.06
C -1.29589 9.90205 2.10366 0.0081 -0.0084 -0.0495 -0.06
C -1.26390 8.62860 2.64526 -0.0176 0.1370 0.0406 0.00
C -0.99645 7.53580 1.83079 0.0351 -0.0440 -0.0983 -0.08
C -0.94121 6.17548 2.43672 -0.0428 -0.0292 0.1794 -0.28
O -1.15461 6.00967 3.61937 0.0111 0.0063 -0.0228 0.11
H 0.15669 1.99874 -0.71848 -0.0006 -0.0104 -0.0002 0.11
H -0.13732 1.68107 1.71487 0.0093 -0.0088 -0.0044 0.11
H -0.64903 3.61968 3.16260 -0.0159 0.0952 0.0190 0.12
H -0.02344 4.26058 -1.70050 -0.0040 0.0973 0.0029 0.12
H -0.62348 9.14226 -1.12927 0.0049 -0.0986 -0.0217 0.12
H -1.07980 11.08682 0.32588 -0.0047 0.0067 -0.0023 0.11
H -1.50210 10.75251 2.73983 0.0012 0.0071 0.0028 0.11
H -1.44257 8.47588 3.70043 0.0184 -0.0975 -0.0012 0.12
```
Positions in Å, forces in eV/Å.